Version 1
DFT (wB97M-V/def2-TZVPD) results for a 2-piece molecular cluster, C3H7NO overall.

Last columns: bonded neighbours and bond lengths (Å).
Positions of all 12 atoms, in Å:
1 C -0.22 -4.69 3.07  N2 1.289, H3 1.201, H4 1.111
2 N -1.20 -5.31 3.62  C1 1.289, H5 1.005
3 H -0.35 -3.99 2.11  C1 1.201
4 H 0.75 -4.72 3.62  C1 1.111
5 H -1.68 -6.05 3.14  N2 1.005
6 C -0.46 3.99 -2.51  C7 1.392, H9 1.091, H10 1.214
7 C 0.90 3.71 -2.44  C6 1.392, O8 1.394, H11 1.111
8 O 1.49 2.75 -1.61  C7 1.394, H12 0.890
9 H -1.02 4.89 -2.78  C6 1.091
10 H -0.95 3.09 -1.86  C6 1.214
11 H 1.72 4.33 -2.86  C7 1.111
12 H 1.02 2.01 -1.51  O8 0.890

LUMO energy (alpha / beta) = 2.52 / 2.51 eV
Multiplicity = 2
Total charge = -1
Orbital gap (alpha / beta) = 0.0644 / 0.1395 hartree

---

Version 2
DFT (wB97M-V/def2-TZVPD) results for a 2-piece molecular cluster, C3H7NO overall.

Last columns: bonded neighbours and bond lengths (Å).
Positions of all 12 atoms, in Å:
1 O -2.11 -2.02 1.51  C2 1.261
2 C -1.10 -2.34 0.84  O1 1.261, H3 1.065, H4 1.110
3 H -0.22 -1.75 0.92  C2 1.065
4 H -1.13 -2.90 -0.12  C2 1.110
5 C 1.15 0.54 -1.43  N7 1.494, H8 1.109, H9 1.120, H10 1.179
6 C 1.24 2.49 -0.18  N7 1.322, H11 1.118, H12 1.132
7 N 0.52 1.39 -0.38  C5 1.494, C6 1.322
8 H 2.23 0.77 -1.57  C5 1.109
9 H 0.97 -0.53 -1.14  C5 1.120
10 H 0.59 0.66 -2.46  C5 1.179
11 H 0.86 3.37 0.40  C6 1.118
12 H 2.20 2.63 -0.76  C6 1.132

LUMO energy (alpha / beta) = 3.48 / 3.44 eV
Multiplicity = 2
Total charge = -1
Orbital gap (alpha / beta) = 0.0982 / 0.2168 hartree

---

Version 3
DFT (wB97M-V/def2-TZVPD) results for a 2-piece molecular cluster, C3H7NO overall.

Last columns: bonded neighbours and bond lengths (Å).
Positions of all 12 atoms, in Å:
1 C 1.46 1.96 0.24  C2 1.342, H3 1.010, H4 1.165
2 C 0.29 1.63 0.80  C1 1.342, H5 1.100, H6 1.090
3 H 1.53 2.15 -0.75  C1 1.010
4 H 2.48 1.99 0.79  C1 1.165
5 H -0.61 1.28 0.26  C2 1.100
6 H -0.07 1.78 1.82  C2 1.090
7 C -0.64 -1.76 -1.14  N8 1.381, O9 1.241, H10 1.086
8 N -1.22 -2.25 0.01  C7 1.381, H11 1.060, H12 0.981
9 O 0.51 -1.30 -1.29  C7 1.241
10 H -1.44 -1.61 -1.86  C7 1.086
11 H -0.52 -2.37 0.80  N8 1.060
12 H -1.77 -1.51 0.33  N8 0.981

LUMO energy (alpha / beta) = 4.41 / 4.31 eV
Multiplicity = 2
Total charge = -1
Orbital gap (alpha / beta) = 0.1162 / 0.3668 hartree

---

Question: which arrangement is favored energetically? Ranking from most to least stable: version 3, version 2, version 1.

---

Version 1
DFT (wB97M-V/def2-TZVPD) results for a 6-piece molecular cluster, C24H66N6O6 overall.

Last columns: bonded neighbours and bond lengths (Å).
Positions of all 102 atoms, in Å:
1 C -8.21 -2.08 0.53  O2 1.411, H7 1.090, H8 1.090, H9 1.090
2 O -7.38 -2.41 -0.56  C1 1.411, C3 1.431
3 C -6.20 -3.13 -0.21  O2 1.431, C4 1.518, H10 1.090, H11 1.090
4 C -5.43 -3.57 -1.44  C3 1.518, C5 1.565, N6 1.465, H12 1.090
5 C -4.28 -4.60 -1.18  C4 1.565, H13 1.090, H14 1.090, H15 1.090
6 N -4.88 -2.32 -1.97  C4 1.465, H16 1.010, H17 1.010
7 H -7.63 -1.53 1.27  C1 1.090
8 H -8.59 -3.00 0.96  C1 1.090
9 H -9.14 -1.58 0.24  C1 1.090
10 H -5.55 -2.54 0.44  C3 1.090
11 H -6.56 -3.99 0.36  C3 1.090
12 H -6.03 -4.09 -2.19  C4 1.090
13 H -4.60 -5.60 -0.89  C5 1.090
14 H -3.59 -4.14 -0.47  C5 1.090
15 H -3.69 -4.72 -2.08  C5 1.090
16 H -5.60 -1.62 -1.87  N6 1.010
17 H -4.97 -2.57 -2.95  N6 1.010
18 C -0.01 0.60 0.98  O19 1.413, H24 1.090, H25 1.090, H26 1.090
19 O 0.48 -0.20 -0.08  C18 1.413, C20 1.431
20 C -0.13 -0.14 -1.37  O19 1.431, C21 1.546, H27 1.090, H28 1.090
21 C -1.19 -1.22 -1.68  C20 1.546, C22 1.526, N23 1.441, H29 1.090
22 C -0.57 -2.56 -2.07  C21 1.526, H30 1.090, H31 1.090, H32 1.090
23 N -2.24 -0.89 -2.61  C21 1.441, H33 1.010, H34 1.010
24 H -1.08 0.42 1.14  C18 1.090
25 H 0.04 1.68 0.82  C18 1.090
26 H 0.49 0.34 1.91  C18 1.090
27 H -0.58 0.82 -1.63  C20 1.090
28 H 0.61 -0.30 -2.15  C20 1.090
29 H -1.81 -1.49 -0.82  C21 1.090
30 H 0.20 -2.89 -1.38  C22 1.090
31 H -0.03 -2.45 -3.01  C22 1.090
32 H -1.29 -3.35 -2.32  C22 1.090
33 H -2.89 -0.15 -2.42  N23 1.010
34 H -2.72 -1.75 -2.84  N23 1.010
35 C -1.99 7.98 1.61  O36 1.395, H41 1.090, H42 1.090, H43 1.090
36 O -2.53 6.69 1.49  C35 1.395, C37 1.433
37 C -2.58 6.03 2.76  O36 1.433, C38 1.499, H44 1.090, H45 1.090
38 C -3.17 4.67 2.54  C37 1.499, C39 1.607, N40 1.445, H46 1.090
39 C -2.32 3.82 1.47  C38 1.607, H47 1.090, H48 1.090, H49 1.090
40 N -4.49 4.89 2.01  C38 1.445, H50 1.010, H51 1.010
41 H -2.19 8.50 0.67  C35 1.090
42 H -0.95 8.12 1.88  C35 1.090
43 H -2.56 8.56 2.34  C35 1.090
44 H -1.58 5.73 3.06  C37 1.090
45 H -3.05 6.55 3.60  C37 1.090
46 H -3.16 4.25 3.55  C38 1.090
47 H -2.18 4.35 0.53  C39 1.090
48 H -2.84 2.88 1.33  C39 1.090
49 H -1.35 3.52 1.86  C39 1.090
50 H -4.45 5.56 1.25  N40 1.010
51 H -4.82 4.09 1.48  N40 1.010
52 C 1.53 -2.60 1.56  O53 1.420, H58 1.090, H59 1.090, H60 1.090
53 O 2.03 -3.88 1.92  C52 1.420, C54 1.443
54 C 3.44 -4.13 1.83  O53 1.443, C55 1.585, H61 1.090, H62 1.090
55 C 3.84 -5.55 2.42  C54 1.585, C56 1.520, N57 1.427, H63 1.090
56 C 5.28 -6.02 2.54  C55 1.520, H64 1.090, H65 1.090, H66 1.090
57 N 3.15 -6.60 1.75  C55 1.427, H67 1.010, H68 1.010
58 H 1.66 -1.93 2.42  C52 1.090
59 H 0.46 -2.68 1.43  C52 1.090
60 H 2.11 -2.09 0.79  C52 1.090
61 H 3.78 -3.98 0.80  C54 1.090
62 H 4.01 -3.41 2.42  C54 1.090
63 H 3.63 -5.39 3.47  C55 1.090
64 H 5.46 -6.98 3.04  C56 1.090
65 H 5.81 -5.21 3.02  C56 1.090
66 H 5.81 -6.10 1.59  C56 1.090
67 H 3.13 -7.50 2.21  N57 1.010
68 H 2.26 -6.37 1.32  N57 1.010
69 C 1.18 4.23 1.12  O70 1.384, H75 1.090, H76 1.090, H77 1.090
70 O 2.39 4.80 0.79  C69 1.384, C71 1.394
71 C 2.36 5.77 -0.21  O70 1.394, C72 1.539, H78 1.090, H79 1.090
72 C 2.64 7.13 0.46  C71 1.539, C73 1.564, N74 1.457, H80 1.090
73 C 2.51 8.26 -0.62  C72 1.564, H81 1.090, H82 1.090, H83 1.090
74 N 3.98 7.29 1.02  C72 1.457, H84 1.010, H85 1.010
75 H 0.68 3.80 0.25  C69 1.090
76 H 0.55 5.04 1.48  C69 1.090
77 H 1.30 3.42 1.85  C69 1.090
78 H 3.22 5.59 -0.85  C71 1.090
79 H 1.53 5.89 -0.89  C71 1.090
80 H 1.93 7.45 1.22  C72 1.090
81 H 1.44 8.42 -0.55  C73 1.090
82 H 2.91 8.07 -1.62  C73 1.090
83 H 2.98 9.21 -0.37  C73 1.090
84 H 3.99 7.91 1.82  N74 1.010
85 H 4.09 6.36 1.41  N74 1.010
86 C 2.15 -5.28 -1.65  O87 1.434, H92 1.090, H93 1.090, H94 1.090
87 O 3.51 -4.86 -1.87  C86 1.434, C88 1.495
88 C 3.85 -4.10 -3.11  O87 1.495, C89 1.594, H95 1.090, H96 1.090
89 C 4.19 -2.63 -2.58  C88 1.594, C90 1.512, N91 1.484, H97 1.090
90 C 4.49 -1.67 -3.70  C89 1.512, H98 1.090, H99 1.090, H100 1.090
91 N 5.36 -2.61 -1.67  C89 1.484, H101 1.010, H102 1.010
92 H 1.89 -4.80 -0.71  C86 1.090
93 H 2.00 -6.31 -1.35  C86 1.090
94 H 1.43 -4.91 -2.37  C86 1.090
95 H 4.59 -4.60 -3.73  C88 1.090
96 H 2.98 -3.86 -3.71  C88 1.090
97 H 3.41 -2.17 -1.98  C89 1.090
98 H 3.67 -1.68 -4.42  C90 1.090
99 H 5.34 -1.97 -4.31  C90 1.090
100 H 4.68 -0.64 -3.40  C90 1.090
101 H 5.24 -3.46 -1.13  N91 1.010
102 H 5.38 -1.83 -1.03  N91 1.010

LUMO energy = 0.47 eV
Total charge = 0
SMILES string = COC[C@H](C)N.COC[C@H](C)N.COC[C@H](C)N.COC[C@H](C)N.COC[C@H](C)N.COC[C@H](C)N
Orbital gap = 0.3280 hartree

---

Version 2
DFT (wB97M-V/def2-TZVPD) results for a 6-piece molecular cluster, C24H66N6O6 overall.

Last columns: bonded neighbours and bond lengths (Å).
Positions of all 102 atoms, in Å:
1 C 1.36 0.58 -2.66  O2 1.426, H7 1.092, H8 1.086, H9 1.093
2 O 0.11 1.17 -2.99  C1 1.426, C3 1.401
3 C -0.77 0.32 -3.68  O2 1.401, C4 1.503, H10 1.105, H11 1.105
4 C -2.02 1.04 -4.09  C3 1.503, C5 1.540, N6 1.503, H12 1.098
5 C -2.74 1.71 -2.90  C4 1.540, H13 1.095, H14 1.091, H15 1.089
6 N -3.01 0.11 -4.75  C4 1.503, H16 1.017, H17 1.020
7 H 1.41 -0.51 -2.64  C1 1.092
8 H 1.65 0.97 -1.69  C1 1.086
9 H 2.04 0.92 -3.45  C1 1.093
10 H -0.20 -0.10 -4.53  C3 1.105
11 H -1.07 -0.58 -3.13  C3 1.105
12 H -1.84 1.84 -4.82  C4 1.098
13 H -2.30 2.70 -2.74  C5 1.095
14 H -2.55 1.15 -1.98  C5 1.091
15 H -3.79 1.93 -3.06  C5 1.089
16 H -3.73 0.78 -5.01  N6 1.017
17 H -2.60 -0.17 -5.64  N6 1.020
18 C 1.24 -3.45 3.94  O19 1.409, H24 1.092, H25 1.097, H26 1.093
19 O 2.50 -3.65 3.34  C18 1.409, C20 1.431
20 C 2.65 -5.02 2.97  O19 1.431, C21 1.532, H27 1.098, H28 1.099
21 C 3.91 -5.26 2.12  C20 1.532, C22 1.534, N23 1.446, H29 1.094
22 C 4.04 -6.76 1.84  C21 1.534, H30 1.086, H31 1.097, H32 1.096
23 N 5.12 -4.72 2.70  C21 1.446, H33 1.015, H34 1.017
24 H 0.86 -2.45 3.72  C18 1.092
25 H 1.35 -3.50 5.03  C18 1.097
26 H 0.43 -4.13 3.69  C18 1.093
27 H 2.60 -5.64 3.87  C20 1.098
28 H 1.80 -5.36 2.36  C20 1.099
29 H 3.68 -4.80 1.15  C21 1.094
30 H 4.98 -7.12 1.43  C22 1.086
31 H 3.28 -7.10 1.13  C22 1.097
32 H 3.80 -7.32 2.74  C22 1.096
33 H 5.15 -4.87 3.70  N23 1.015
34 H 5.16 -3.72 2.56  N23 1.017
35 C 1.10 5.90 1.08  O36 1.409, H41 1.095, H42 1.089, H43 1.096
36 O 0.53 5.54 -0.16  C35 1.409, C37 1.403
37 C 1.26 6.03 -1.25  O36 1.403, C38 1.533, H44 1.099, H45 1.100
38 C 0.56 5.57 -2.54  C37 1.533, C39 1.520, N40 1.501, H46 1.094
39 C 0.59 4.07 -2.79  C38 1.520, H47 1.099, H48 1.084, H49 1.090
40 N 1.12 6.32 -3.71  C38 1.501, H50 1.017, H51 1.015
41 H 0.94 6.92 1.45  C35 1.095
42 H 2.11 5.51 1.20  C35 1.089
43 H 0.48 5.38 1.82  C35 1.096
44 H 1.24 7.13 -1.23  C37 1.099
45 H 2.31 5.71 -1.31  C37 1.100
46 H -0.50 5.83 -2.46  C38 1.094
47 H 1.65 3.77 -2.89  C39 1.099
48 H 0.10 3.76 -3.70  C39 1.084
49 H 0.28 3.52 -1.90  C39 1.090
50 H 1.93 6.84 -3.37  N40 1.017
51 H 0.44 7.04 -3.94  N40 1.015
52 C 6.05 1.11 3.77  O53 1.406, H58 1.094, H59 1.094, H60 1.092
53 O 4.74 0.70 4.03  C52 1.406, C54 1.405
54 C 4.38 -0.54 3.47  O53 1.405, C55 1.534, H61 1.095, H62 1.092
55 C 3.98 -0.51 1.99  C54 1.534, C56 1.524, N57 1.451, H63 1.097
56 C 2.64 0.18 1.74  C55 1.524, H64 1.098, H65 1.092, H66 1.087
57 N 4.04 -1.87 1.50  C55 1.451, H67 1.015, H68 1.028
58 H 6.70 0.60 4.49  C52 1.094
59 H 6.20 2.17 3.98  C52 1.094
60 H 6.36 1.02 2.72  C52 1.092
61 H 5.21 -1.25 3.56  C54 1.095
62 H 3.53 -0.90 4.06  C54 1.092
63 H 4.76 0.08 1.50  C55 1.097
64 H 2.75 1.22 2.06  C56 1.098
65 H 1.92 -0.27 2.43  C56 1.092
66 H 2.31 0.23 0.71  C56 1.087
67 H 3.82 -2.00 0.52  N57 1.015
68 H 3.34 -2.48 1.95  N57 1.028
69 C -5.91 -0.42 0.59  O70 1.403, H75 1.094, H76 1.097, H77 1.089
70 O -5.11 -0.47 -0.56  C69 1.403, C71 1.425
71 C -4.92 -1.74 -1.18  O70 1.425, C72 1.527, H78 1.091, H79 1.097
72 C -6.17 -2.18 -1.94  C71 1.527, C73 1.520, N74 1.466, H80 1.095
73 C -5.97 -3.56 -2.54  C72 1.520, H81 1.090, H82 1.097, H83 1.094
74 N -6.50 -1.17 -2.96  C72 1.466, H84 1.011, H85 1.011
75 H -5.57 -1.08 1.39  C69 1.094
76 H -6.97 -0.64 0.40  C69 1.097
77 H -5.85 0.62 0.91  C69 1.089
78 H -4.06 -1.61 -1.85  C71 1.091
79 H -4.63 -2.50 -0.44  C71 1.097
80 H -7.05 -2.29 -1.29  C72 1.095
81 H -6.90 -4.08 -2.78  C73 1.090
82 H -5.40 -4.22 -1.88  C73 1.097
83 H -5.36 -3.55 -3.45  C73 1.094
84 H -5.83 -0.41 -2.98  N74 1.011
85 H -7.39 -0.74 -2.78  N74 1.011
86 C -0.10 2.84 1.46  O87 1.423, H92 1.092, H93 1.091, H94 1.094
87 O -0.19 1.42 1.47  C86 1.423, C88 1.408
88 C -1.54 1.03 1.34  O87 1.408, C89 1.546, H95 1.097, H96 1.099
89 C -1.52 -0.51 1.18  C88 1.546, C90 1.517, N91 1.486, H97 1.092
90 C -1.13 -0.90 -0.23  C89 1.517, H98 1.091, H99 1.098, H100 1.093
91 N -2.87 -1.05 1.49  C89 1.486, H101 1.014, H102 1.023
92 H -0.26 3.21 0.45  C86 1.092
93 H 0.93 3.09 1.75  C86 1.091
94 H -0.76 3.34 2.18  C86 1.094
95 H -2.12 1.26 2.24  C88 1.097
96 H -2.12 1.44 0.50  C88 1.099
97 H -0.82 -0.85 1.94  C89 1.092
98 H -1.01 -1.99 -0.30  C90 1.091
99 H -0.15 -0.53 -0.57  C90 1.098
100 H -1.81 -0.42 -0.93  C90 1.093
101 H -2.91 -2.05 1.29  N91 1.014
102 H -3.43 -0.61 0.76  N91 1.023

LUMO energy = 0.64 eV
Total charge = 0
SMILES string = COC[C@H](C)N.COC[C@H](C)N.COC[C@H](C)N.COC[C@H](C)N.COC[C@H](C)N.COC[C@H](C)N
Orbital gap = 0.3490 hartree

---

Question: which arrangement is favored energetically? Ranking from most to least stable: version 2, version 1.